[1]
# C5H10O

An isolated molecule of C5H10O (ωB97M-V/def2-TZVPD, the OMol25 dataset).

The SMILES is CC[C@@]1(C)CO1. As for the HOMO energy: -10.11 eV. The HOMO-LUMO gap is 11.1 eV.

Positions of all 16 atoms, in Å:
H1 2.139 -0.378 0.931
H2 -0.746 -2.135 -1.005
H3 -1.850 -1.671 0.308
H4 0.864 0.760 1.346
H5 2.305 1.343 0.518
H6 -0.113 -1.904 0.635
C1 -0.843 -1.533 -0.094
C2 -0.576 -0.082 -0.403
C3 0.862 0.258 -0.753
H7 1.328 -0.557 -1.323
H8 -2.036 0.720 1.062
H9 0.876 1.145 -1.395
H10 -0.854 1.955 0.381
O1 -1.636 0.601 -1.061
C4 -1.321 0.973 0.278
C5 1.602 0.507 0.576

Atomic forces in eV per Å
H -0.011 0.128 -0.110
H -0.008 0.096 0.118
H 0.127 0.018 -0.052
H 0.293 0.009 -0.045
H 0.029 -0.193 -0.065
H -0.116 0.034 -0.083
C -0.043 -0.039 0.025
C 0.179 -0.146 0.202
C -0.062 0.024 -0.019
H -0.096 0.174 0.095
H -0.095 0.022 -0.281
H -0.059 -0.073 0.167
H -0.141 -0.171 -0.035
O -0.090 0.014 -0.240
C -0.053 0.114 0.224
C 0.147 -0.013 0.097

Here are the Löwdin charges for atoms 1 to 5, given in e: 0.072 0.090 0.087 0.069 0.072

[2]
# C2HF6NO4S2Tb

A structure of composition C2HF6NO4S2Tb at a distorted geometry (ωB97M-V/def2-TZVPD, the OMol25 dataset).

The net charge is +1. As for the HOMO energy (spin up / spin down): -14.19 / -14.20 eV. Its spin multiplicity is 7. The HOMO-LUMO gap (spin up / spin down) is 7.0 / 7.0 eV.

Positions of all 17 atoms, in Å:
F1 1.261 0.520 -2.904
F2 2.312 -1.543 -1.533
F3 -0.499 0.782 3.784
Tb1 1.379 -2.319 0.520
F4 -1.647 -0.547 2.531
F5 -1.736 1.587 2.205
H1 0.336 -1.692 -2.033
C1 0.345 -0.394 -2.568
N1 -0.023 -0.305 0.105
C2 -0.975 0.582 2.572
O1 -2.013 -0.151 -1.346
O2 1.043 1.803 1.307
S1 0.503 0.468 1.418
O3 1.337 -0.625 2.008
O4 -0.489 1.862 -1.207
S2 -0.683 0.422 -1.218
F6 -0.451 -0.450 -3.641

Atomic forces in eV per Å
F 0.764 -1.892 0.883
F -0.639 -1.972 4.093
F 0.090 -0.008 0.131
Tb 0.545 4.139 -3.402
F -0.159 -0.517 -0.091
F 0.226 -0.220 -0.178
H 0.895 3.818 -2.245
C -2.593 -0.855 0.702
N 1.857 -1.216 1.881
C 0.211 0.544 0.152
O 1.685 0.485 0.259
O -0.596 -2.573 0.266
S -0.645 2.926 -1.398
O 0.768 -1.508 0.041
O -0.031 -2.187 0.354
S -2.371 1.652 -1.693
F -0.007 -0.615 0.245

Here are the Löwdin charges for atoms 1 to 5, given in e: 0.108 -0.571 0.189 2.127 0.172

[3]
# C4H10O2

A cluster of 2 separate species, C4H10O2 in total at a distorted geometry (ωB97M-V/def2-TZVPD, the OMol25 dataset).

The SMILES is CC=O.CCO. As for the HOMO energy: -9.95 eV. The HOMO-LUMO gap is 10.7 eV.

Positions of all 16 atoms, in Å:
H1 0.379 -1.098 -2.241
H2 -0.373 0.030 1.534
C1 1.140 -1.426 -1.532
H3 -2.210 0.775 -0.250
O1 0.820 -3.150 0.107
H4 1.853 -1.916 -2.158
O2 0.335 1.975 1.741
H5 -2.110 1.822 1.402
H6 1.269 1.922 1.854
H7 1.747 -0.597 -1.133
C2 0.437 -2.164 -0.375
C3 -1.591 1.512 0.427
H8 0.481 0.801 -0.027
C4 -0.257 0.898 0.880
H9 -1.339 2.367 -0.212
H10 -0.581 -1.753 -0.017

Atomic forces in eV per Å
H -0.076 0.592 0.290
H 0.135 -0.191 -0.556
C -0.526 0.812 0.472
H 1.021 1.305 1.639
O 1.401 -2.957 1.589
H 0.416 -1.388 0.133
O -1.949 -0.531 -0.700
H 0.317 -0.369 -1.773
H 0.963 -0.541 -0.142
H -0.701 0.106 -0.066
C -1.560 2.597 -1.952
C -0.517 -1.249 -0.001
H -1.538 -0.436 1.746
C 1.854 2.166 -0.502
H -0.331 0.002 0.412
H 1.090 0.082 -0.589

Here are the Löwdin charges for atoms 1 to 5, given in e: 0.074 0.094 -0.057 0.102 0.075

[4]
# C36H64BN6O8P2S3SbTi

A structure of composition C36H64BN6O8P2S3SbTi at a distorted geometry (ωB97M-V/def2-TZVPD, the OMol25 dataset).

As for the HOMO energy (spin up / spin down): -5.90 / -7.93 eV. Its spin multiplicity is 3. The HOMO-LUMO gap (spin up / spin down) is 5.2 / 7.3 eV.

Positions of all 122 atoms, in Å:
H1 -3.099 4.704 3.345
H2 5.194 -1.748 2.898
C1 -2.070 2.078 3.035
S1 1.399 -1.472 -1.285
C2 1.306 0.150 -1.901
H3 -0.954 -7.203 2.950
H4 5.111 4.144 -1.468
C3 -4.173 -4.585 1.435
C4 0.018 3.992 -3.086
H5 3.460 4.591 1.874
H6 5.875 3.915 2.192
O1 -3.367 -1.053 -2.405
C5 1.869 -0.568 -4.224
H7 5.508 2.431 -1.245
H8 -5.182 -4.186 1.577
H9 -1.988 3.370 -3.651
H10 0.460 -6.053 -2.027
C6 -1.115 3.841 -4.109
H11 -1.941 -5.528 -2.488
C7 -2.089 4.886 3.716
C8 -1.664 -6.060 -1.574
C9 -1.222 5.155 1.388
H12 1.126 4.371 2.572
O2 -2.916 -2.372 -4.559
H13 -2.509 -7.630 -0.333
H14 -0.098 -5.029 3.710
H15 -3.364 -2.796 0.587
H16 -1.415 4.826 -4.470
C10 4.775 3.208 -1.019
C11 4.094 2.055 1.063
H17 -2.791 1.748 -2.474
H18 1.903 -3.878 0.280
O3 -1.377 -0.485 -3.814
N1 -0.184 1.144 1.341
H19 2.031 4.798 -3.021
H20 0.311 4.950 -1.177
C12 2.974 -0.350 1.859
O4 1.624 -4.360 -0.512
Sb1 -1.371 -4.418 -0.120
B1 0.949 0.733 0.423
H21 1.829 -0.177 -5.240
C13 -0.328 -6.766 -1.789
H22 5.839 -0.329 3.761
H23 -2.817 2.478 3.705
O5 -1.395 -2.614 -2.484
C14 1.191 4.758 -3.717
C15 -2.760 -7.057 -1.224
C16 4.235 0.084 2.413
H24 -1.141 6.233 1.538
C17 1.440 0.471 -3.237
H25 -1.251 -7.548 1.248
H26 -4.768 -4.871 -1.131
C18 4.936 -0.807 3.384
H27 0.884 5.781 -3.943
H28 -3.700 0.288 4.052
N2 0.915 1.111 -0.978
H29 -0.458 4.832 0.687
H30 1.224 -1.445 -4.148
H31 -1.973 4.399 4.686
C19 -0.495 4.794 -1.893
H32 -2.204 4.938 0.963
N3 -0.208 2.452 1.619
H33 6.729 3.022 0.915
H34 5.707 1.606 2.447
H35 0.489 5.808 3.392
C20 -3.110 -0.191 3.272
C21 -1.374 -6.795 2.025
H36 -0.812 3.241 -4.968
C22 0.368 4.732 3.266
N4 2.946 1.683 0.601
P1 -3.011 0.019 -1.223
C23 -3.484 -3.842 0.296
S2 -1.064 -1.383 1.383
H37 -1.302 4.265 -1.390
H38 -4.256 -5.651 1.217
H39 3.889 5.414 0.366
H40 -1.980 5.960 3.864
H41 -2.882 -7.763 -2.050
H42 6.285 4.713 0.673
H43 4.272 -1.060 4.210
H44 1.534 4.294 -4.641
S3 2.398 -1.862 2.235
N5 2.337 0.545 1.013
H45 -0.032 -7.310 -0.889
H46 2.612 4.176 0.376
C24 4.769 1.272 2.028
N6 0.412 2.310 -1.387
H47 2.885 -0.900 -4.005
H48 -0.860 5.766 -2.230
C25 3.576 4.461 0.796
H49 0.523 4.250 4.234
H50 -1.618 -4.289 3.191
H51 3.822 2.920 -1.463
C26 -1.032 4.416 2.718
C27 -4.334 -3.883 -0.975
C28 -2.079 0.743 2.736
O6 -3.735 -0.338 -0.004
P2 -2.292 -1.755 -3.396
O7 -3.438 1.417 -1.834
H52 -2.439 -6.628 2.189
C29 4.617 3.371 0.500
H53 -0.080 -3.635 2.627
Ti1 -0.950 -1.724 -0.960
C30 1.087 1.762 -3.615
O8 -1.471 0.027 -1.146
C31 -0.645 -5.506 1.677
H54 -3.765 -0.487 2.449
H55 -5.153 -3.164 -0.893
H56 -3.629 -4.460 2.373
C32 -1.107 2.919 2.441
H57 0.379 -5.746 1.381
H58 -2.640 -1.097 3.654
H59 -0.411 -7.486 -2.607
H60 -3.719 -6.571 -1.059
C33 5.959 3.770 1.113
H61 -3.771 -3.620 -1.870
H62 2.184 -4.036 -1.226
H63 1.184 2.071 -4.646
C34 -1.100 0.264 1.831
C35 0.514 2.619 -2.653
H64 -1.385 -0.421 -4.780
C36 -0.610 -4.554 2.867

Atomic forces in eV per Å
H -0.030 0.008 0.028
H 0.008 -0.025 0.039
C 0.120 -0.453 -0.238
S 0.382 0.062 0.270
C 0.237 0.031 -0.290
H -0.019 -0.028 0.014
H 0.008 0.017 -0.009
C 0.114 0.175 -0.066
C -0.072 0.123 0.096
H -0.023 0.037 0.003
H 0.046 0.006 0.021
O 0.418 -0.012 0.198
C 0.002 0.043 0.068
H 0.008 0.005 -0.052
H -0.026 -0.043 0.028
H -0.033 0.022 -0.025
H 0.059 -0.097 -0.016
C 0.129 0.004 0.029
H 0.018 0.047 0.038
C 0.049 -0.148 -0.069
C 0.237 0.385 0.243
C 0.027 -0.125 0.116
H 0.043 0.027 0.019
O -0.144 -0.226 0.080
H -0.054 -0.026 -0.030
H -0.027 -0.014 0.029
H -0.023 -0.011 0.026
H -0.059 -0.008 -0.013
C -0.035 -0.026 0.128
C -0.087 0.087 -0.096
H -0.020 -0.072 0.057
H 0.053 0.159 -0.130
O -0.191 -0.254 -0.277
N -1.087 -0.209 0.827
H 0.034 0.021 -0.006
H -0.031 0.020 0.002
C -0.641 -0.118 -0.359
O 0.202 -0.405 0.185
Sb -0.813 -0.948 0.698
B 0.448 -0.125 -0.671
H 0.025 0.001 -0.014
C -0.068 0.175 -0.031
H -0.001 0.017 -0.011
H 0.018 0.034 0.024
O -0.933 -0.686 -1.939
C -0.064 -0.056 0.017
C -0.028 0.156 0.038
C 0.335 0.386 -0.046
H 0.004 0.015 0.026
C -0.035 0.185 0.256
H -0.037 -0.039 0.045
H -0.007 0.028 -0.027
C 0.022 0.042 0.008
H -0.003 0.011 -0.026
H 0.019 0.004 0.017
N -0.042 -0.519 -0.359
H -0.061 0.043 0.007
H 0.001 -0.005 -0.024
H -0.034 0.014 0.029
C 0.071 -0.127 -0.147
H 0.003 0.011 -0.056
N 0.541 -0.051 -0.025
H 0.040 0.011 0.017
H 0.030 -0.023 0.001
H -0.022 0.018 0.016
C 0.007 -0.013 -0.063
C 0.085 0.015 -0.090
H -0.008 -0.007 -0.010
C -0.081 -0.087 -0.017
N -0.036 0.369 0.037
P -0.976 0.765 -0.369
C 0.273 -0.423 0.004
S 0.209 -0.206 1.504
H -0.001 0.026 0.049
H -0.051 -0.007 0.045
H 0.016 0.012 -0.012
H 0.006 0.009 0.021
H -0.002 -0.019 -0.001
H 0.020 0.010 0.003
H 0.030 -0.024 0.019
H 0.024 0.001 -0.010
S -0.481 -0.015 -0.066
N 0.731 0.014 0.412
H 0.067 -0.015 -0.011
H -0.047 0.038 -0.016
C -0.085 -0.389 0.183
N -0.286 0.399 0.416
H 0.014 -0.031 -0.078
H -0.006 0.012 -0.018
C 0.075 -0.092 -0.008
H 0.035 0.002 0.017
H 0.016 0.038 0.037
H -0.002 0.011 -0.061
C 0.154 0.245 -0.067
C 0.096 0.104 0.028
C -0.221 0.380 0.200
O -0.242 0.149 -0.069
P -0.474 0.669 -1.379
O 0.012 0.075 0.008
H -0.004 -0.051 0.008
C -0.072 0.133 -0.129
H 0.063 0.116 0.079
Ti 3.112 -1.932 2.062
C 0.105 -0.122 -0.044
O -1.139 1.967 -0.401
C -0.213 0.316 -0.416
H 0.004 -0.045 -0.010
H -0.034 -0.036 -0.001
H -0.063 -0.088 0.046
C -0.164 0.178 0.177
H 0.001 0.029 -0.015
H -0.053 -0.007 0.069
H 0.011 -0.031 0.009
H 0.001 -0.082 0.017
C -0.119 -0.085 -0.017
H -0.067 -0.062 -0.066
H 0.027 0.111 0.068
H -0.020 0.039 -0.002
C 0.527 0.206 -0.681
C 0.126 -0.099 -0.046
H 0.015 0.025 0.089
C 0.081 -0.053 -0.123

Here are the Löwdin charges for atoms 1 to 5, given in e: 0.088 0.076 0.088 0.769 -0.562

[5]
# C2H5BrNP

An isolated molecule of C2H5BrNP at a distorted geometry (ωB97M-V/def2-TZVPD, the OMol25 dataset).

The SMILES is CP/N=C\Br. As for the HOMO energy: -9.50 eV. The HOMO-LUMO gap is 10.1 eV.

Positions of all 10 atoms, in Å:
H1 -2.566 1.072 -1.235
C1 -1.786 0.938 -0.511
H2 1.431 0.807 -1.507
H3 2.526 1.152 -0.233
H4 0.640 0.972 1.502
N1 -0.742 0.290 -0.464
P1 0.587 -0.089 0.602
H5 2.486 -0.328 -1.005
Br1 -2.763 1.889 1.116
C2 1.862 0.432 -0.641

Atomic forces in eV per Å
H 0.255 -0.199 -0.658
C 0.172 -0.455 1.874
H -1.134 1.054 -1.349
H 0.485 0.893 0.473
H -0.161 0.722 -0.014
N -0.826 1.053 0.072
P -0.387 -0.847 -1.171
H 0.700 -1.619 -0.039
Br 0.888 -0.442 -0.674
C 0.009 -0.159 1.485

Here are the Löwdin charges for atoms 1 to 5, given in e: 0.028 -0.526 0.003 0.019 -0.089

[6]
# C3H8FNS

An isolated molecule of C3H8FNS at a distorted geometry (ωB97M-V/def2-TZVPD, the OMol25 dataset).

The SMILES is C[C@H](F)CSN. As for the HOMO energy: -8.78 eV. The HOMO-LUMO gap is 9.6 eV.

Positions of all 14 atoms, in Å:
C1 -0.499 -1.124 0.334
C2 0.510 0.004 -0.062
H1 -1.733 1.849 -0.301
C3 1.796 -0.460 -0.713
H2 -0.362 -1.334 1.363
H3 2.408 -0.987 0.026
S1 -2.281 -0.218 0.254
H4 -0.424 -1.920 -0.373
F1 0.725 0.948 0.897
N1 -1.698 1.443 0.617
H5 1.575 -0.990 -1.590
H6 0.048 0.484 -0.847
H7 2.411 0.458 -0.866
H8 -2.475 1.849 1.262

Atomic forces in eV per Å
C -0.743 3.683 0.123
C -0.177 -1.781 -0.407
H -0.223 0.869 -0.064
C 1.304 1.593 2.831
H 0.130 -0.860 0.809
H -0.116 -0.625 -0.357
S 2.157 -0.309 0.307
H -0.297 -0.621 -0.177
F 0.904 -0.389 0.878
N -2.932 -0.981 1.273
H 0.054 -0.791 -1.193
H -1.368 1.494 -1.765
H -0.559 -0.574 -0.533
H 1.865 -0.709 -1.725

Here are the Löwdin charges for atoms 1 to 5, given in e: -0.284 -0.520 -0.009 -0.037 0.050

[7]
# C31H26N4O5Zr

A structure of composition C31H26N4O5Zr at a distorted geometry (ωB97M-V/def2-TZVPD, the OMol25 dataset).

As for the HOMO energy: -7.75 eV. The HOMO-LUMO gap is 7.6 eV.

Positions of all 67 atoms, in Å:
N1 0.518 -2.111 -2.009
H1 -2.278 1.953 2.244
C1 -0.354 -3.267 -2.142
C2 1.276 2.076 0.783
H2 -6.203 0.402 1.433
H3 3.067 2.123 -4.941
C3 -5.127 0.301 1.380
C4 -4.561 -0.813 0.820
C5 -3.165 -0.955 0.726
C6 0.686 -2.978 5.542
H4 -4.740 2.193 2.328
H5 -0.034 4.243 -3.898
C7 0.227 3.810 -2.941
H6 0.315 -3.132 3.428
N2 1.305 0.825 1.039
H7 -1.157 -3.085 -2.865
C8 0.763 -2.555 4.225
H8 0.216 -4.137 -2.480
C9 0.936 -1.489 -3.054
H9 -2.487 1.185 -2.470
H10 -5.191 -1.604 0.425
C10 -0.217 2.528 -2.670
N3 1.564 0.397 2.329
N4 -1.367 -2.277 -0.186
O1 1.073 -1.752 1.571
H11 -1.526 -0.024 -3.336
C11 0.888 2.624 -0.514
C12 -1.952 0.980 -3.396
C13 0.968 4.521 -2.007
O2 2.346 -0.840 -0.707
C14 2.918 1.498 -4.071
C15 3.421 0.993 -1.762
C16 1.372 -0.888 2.502
C17 1.989 -0.604 4.921
O3 -0.955 1.954 -3.672
C18 2.063 0.424 -4.121
C19 1.918 -1.033 6.235
C20 1.268 3.938 -0.797
H12 2.484 0.320 4.656
C21 1.404 -1.360 3.908
H13 1.824 4.491 -0.048
C22 -4.294 1.310 1.888
C23 -2.601 -2.134 0.144
H14 -0.135 -3.937 -0.114
C24 1.257 -2.214 6.549
H15 1.533 2.784 1.570
O4 -1.028 -0.066 1.262
H16 1.515 0.205 -5.031
O5 -0.255 0.635 -1.234
C25 1.847 -0.379 -2.992
H17 2.368 -0.445 7.025
H18 -1.744 -4.275 -0.808
C26 0.136 1.884 -1.463
C27 2.529 -0.099 -1.770
H19 3.941 1.206 -0.836
C28 -2.928 1.188 1.841
Zr1 0.400 -0.780 -0.062
H20 -2.646 1.028 -4.234
C29 -0.933 -3.544 -0.752
H21 4.272 2.620 -2.838
C30 3.598 1.774 -2.880
C31 -2.313 0.055 1.256
H22 0.176 -3.900 5.787
H23 1.288 5.530 -2.228
H24 0.623 -1.811 -4.054
H25 1.188 -2.539 7.579
H26 -3.292 -2.969 -0.012

Atomic forces in eV per Å
N -0.462 0.189 -0.332
H -0.003 -0.011 0.008
C -0.069 -0.175 0.065
C 0.115 -0.179 0.177
H 0.012 0.003 -0.001
H -0.026 0.001 0.008
C -0.144 0.049 0.005
C 0.044 -0.140 -0.073
C 0.138 0.364 0.154
C 0.000 -0.004 0.062
H 0.031 0.010 0.018
H -0.035 -0.004 0.012
C 0.056 0.092 0.133
H 0.004 -0.011 0.009
N 0.329 0.947 0.620
H 0.004 0.041 0.032
C 0.052 0.049 -0.087
H -0.012 0.015 -0.020
C 0.217 -0.287 0.057
H 0.005 0.067 0.054
H 0.006 -0.003 0.011
C -0.141 -0.213 0.086
N 0.200 -0.002 0.575
N -0.240 -0.338 -0.049
O 0.596 -0.105 1.243
H 0.021 0.002 0.033
C -0.299 -0.071 -0.289
C -0.001 -0.011 0.030
C -0.026 0.049 -0.176
O 0.868 0.339 -0.215
C 0.098 0.083 -0.067
C 0.022 -0.216 0.142
C 0.339 0.755 0.439
C 0.002 0.051 -0.067
O 0.196 -0.102 0.008
C -0.107 -0.113 0.028
C 0.004 0.007 0.014
C 0.081 -0.081 0.219
H -0.010 0.008 0.044
C 0.004 -0.234 0.016
H 0.011 -0.017 -0.003
C -0.009 -0.109 -0.055
C 0.009 -0.014 0.001
H -0.055 -0.092 -0.005
C 0.001 -0.057 0.017
H 0.122 -0.071 0.041
O -0.828 0.300 0.424
H 0.022 -0.021 -0.005
O 0.027 1.431 -0.792
C 0.183 0.181 0.281
H 0.016 0.018 -0.026
H 0.019 -0.019 0.076
C -0.168 0.752 -0.162
C 0.500 0.050 -0.846
H 0.017 -0.012 -0.009
C 0.125 0.033 -0.019
Zr -1.528 -2.907 -1.552
H 0.009 0.004 0.023
C 0.052 -0.011 -0.325
H -0.003 0.001 0.020
C -0.056 -0.035 -0.084
C -0.383 -0.130 0.128
H -0.006 0.003 -0.018
H 0.010 -0.004 0.016
H -0.014 -0.081 0.039
H 0.017 -0.001 -0.004
H 0.041 -0.012 -0.086

Here are the Löwdin charges for atoms 1 to 5, given in e: -0.065 0.118 -0.187 -0.033 0.097

Quick rundown of relative energy (zero: lowest compared OMol25 entry of this formula, charge and spin), same order as above: 124.6; 0.0; 201.0; 112.0; 110.9; 133.8; 86.1 kJ/mol